{
  "formula": "C42H53AsBr4CoF5O2PSe2",
  "method": "wB97M-V/def2-TZVPD",
  "symbols": ["Co", "Br", "C", "C", "Br", "C", "Br", "C", "O", "C", "O", "C", "Br", "C", "C", "As", "C", "C", "C", "C", "H", "H", "H", "H", "H", "H", "H", "H", "H", "H", "H", "H", "H", "H", "H", "Se", "C", "C", "C", "C", "C", "C", "H", "H", "H", "H", "H", "F", "C", "C", "F", "C", "F", "C", "Se", "C", "F", "C", "F", "C", "C", "C", "C", "C", "C", "P", "C", "C", "C", "C", "C", "C", "C", "C", "C", "C", "C", "C", "H", "H", "H", "H", "H", "H", "H", "H", "H", "H", "H", "H", "H", "H", "H", "H", "H", "H", "H", "H", "H", "H", "H", "H", "H", "H", "H", "H", "H", "H", "H", "H", "H"],
  "coordinates": [[-1.178, -0.554, 0.549], [-3.316, -6.294, 3.479], [-2.735, -4.522, 3.179], [-2.849, -3.558, 4.193], [-3.596, -4.009, 5.868], [-2.413, -2.256, 3.957], [-2.542, -0.886, 5.251], [-1.842, -1.907, 2.734], [-1.402, -0.706, 2.440], [-1.727, -2.872, 1.719], [-1.182, -2.436, 0.611], [-2.188, -4.169, 1.946], [-2.054, -5.382, 0.509], [4.382, -2.074, 0.063], [3.884, -2.341, 1.487], [1.905, -2.401, 1.499], [1.626, -4.234, 0.840], [2.744, -5.255, 1.045], [1.572, -2.760, 3.430], [2.755, -3.185, 4.300], [5.469, -1.966, 0.031], [3.938, -1.160, -0.341], [4.100, -2.884, -0.613], [4.211, -1.539, 2.152], [4.303, -3.270, 1.875], [1.366, -4.154, -0.214], [0.721, -4.579, 1.345], [3.665, -4.961, 0.538], [2.438, -6.220, 0.634], [2.972, -5.406, 2.103], [0.798, -3.533, 3.448], [1.112, -1.864, 3.850], [3.274, -4.051, 3.887], [2.414, -3.449, 5.304], [3.485, -2.378, 4.402], [-3.512, -0.211, 0.537], [-4.321, -0.088, -1.191], [-4.746, -1.261, -1.811], [-5.420, -1.206, -3.023], [-5.662, 0.018, -3.634], [-5.252, 1.191, -3.012], [-4.588, 1.140, -1.794], [-4.544, -2.214, -1.338], [-5.760, -2.123, -3.489], [-6.164, 0.057, -4.593], [-5.460, 2.151, -3.470], [-4.287, 2.058, -1.305], [1.968, -1.326, -7.411], [1.441, -1.624, -6.214], [0.124, -2.021, -6.109], [-0.628, -2.097, -7.219], [-0.407, -2.331, -4.871], [-1.692, -2.698, -4.843], [0.333, -2.262, -3.687], [-0.414, -2.661, -1.984], [1.653, -1.842, -3.845], [2.450, -1.695, -2.775], [2.205, -1.530, -5.072], [3.481, -1.117, -5.167], [-2.580, 5.060, 1.286], [-2.764, 4.504, -0.139], [-2.183, 3.089, -0.264], [-0.900, 2.969, 0.565], [-1.276, 3.054, 2.067], [-2.531, 3.915, 2.295], [0.005, 1.396, 0.236], [1.511, 1.471, 1.321], [1.259, 1.041, 2.778], [2.594, 0.735, 3.474], [3.722, 1.669, 2.997], [3.139, 3.004, 2.544], [2.260, 2.822, 1.294], [0.727, 1.578, -1.459], [-0.216, 1.043, -2.554], [0.384, 1.365, -3.919], [0.338, 2.883, -4.187], [0.380, 3.682, -2.876], [1.256, 2.991, -1.831], [-3.385, 5.757, 1.529], [-1.643, 5.624, 1.350], [-2.285, 5.173, -0.861], [-3.828, 4.472, -0.390], [-2.022, 2.844, -1.313], [-2.892, 2.360, 0.123], [-0.243, 3.797, 0.287], [-0.442, 3.484, 2.628], [-1.459, 2.048, 2.457], [-2.521, 4.304, 3.315], [-3.431, 3.300, 2.196], [2.146, 0.697, 0.878], [0.608, 0.173, 2.811], [0.750, 1.843, 3.316], [2.872, -0.296, 3.281], [2.460, 0.836, 4.554], [4.268, 1.211, 2.164], [4.443, 1.831, 3.801], [3.932, 3.721, 2.322], [2.546, 3.423, 3.363], [2.894, 2.869, 0.405], [1.558, 3.657, 1.236], [1.575, 0.885, -1.423], [-1.212, 1.494, -2.488], [-0.349, -0.028, -2.420], [-0.141, 0.820, -4.704], [1.421, 1.021, -3.928], [-0.573, 3.137, -4.735], [1.182, 3.168, -4.820], [-0.630, 3.805, -2.477], [0.765, 4.687, -3.064], [1.340, 3.634, -0.957], [2.265, 2.889, -2.241]],
  "mulliken_charge": [-1.49, -0.19, 0.30, 0.25, -0.21, 0.04, -0.20, -0.41, 0.38, -0.02, 0.94, 0.16, -0.12, -1.27, -0.75, 0.33, 0.22, -1.41, -0.43, -1.38, 0.48, 0.10, 0.25, 0.34, 0.59, 0.20, -0.02, 0.26, 0.43, 0.23, 0.64, 0.14, 0.22, 0.43, 0.24, -0.16, 0.15, -0.31, -0.61, -0.45, -0.68, -0.22, 0.39, 0.39, 0.37, 0.40, 0.47, -0.35, 0.81, 0.19, -0.35, 0.31, -0.35, -0.53, -0.42, 0.40, -0.05, -0.14, -0.39, -0.78, -1.46, -0.86, 0.82, -0.52, -0.99, -0.47, 1.37, 0.23, 0.34, -0.92, -0.98, -0.59, 1.43, 0.95, -0.53, -1.15, -0.51, -1.16, 0.50, 0.33, 0.26, 0.51, 0.19, -0.08, 1.07, 0.31, -0.36, 0.53, 0.29, 0.03, -1.13, 0.55, -0.98, 0.55, 0.29, 0.61, 0.57, 0.30, 0.34, -0.10, 0.60, -0.22, -0.90, 0.38, 0.05, 0.38, 0.36, -0.20, 0.58, 0.56, 0.45],
  "energy_ev": -580714.903,
  "relative_energy_kcal_mol": 43.2,
  "total_charge": -1,
  "orbital_gap_ev": [5.094, 5.143],
  "lumo_ev": [0.725, 0.790]
}